No. 1
A structure of composition C30H50Cl3N4O4SiTi at a distorted geometry. Source: the OMol25 dataset; level of theory: wB97M-V/def2-TZVPD.

Calculated values
2S+1: 2
Gap between HOMO and LUMO (spin up / spin down): 6.45 / 7.89 eV
Expectation value of S²: 0.7567
Maximum force: 4.788 eV Å⁻¹
Relative energy (zero: lowest compared OMol25 entry of this formula, charge and spin): 29.5 kJ/mol

Last column: Mulliken spin population.
Positions of all 93 atoms, in Å:
Ti 0.85 -1.25 1.67  0.9081
Cl 0.38 -3.01 0.28  -0.0046
Cl 0.02 0.03 0.24  -0.0569
Cl 2.90 -0.45 1.22  -0.0044
Si 1.46 -1.04 -3.49  0.0004
O -3.17 -2.17 -0.19  -0.0001
O 1.42 -2.44 3.15  -0.0092
O 0.62 3.57 3.17  -0.0018
O 0.57 0.38 -3.31  0.0058
N 2.80 -4.20 3.60  0.0029
N 0.03 2.83 5.27  0.0011
N -0.63 -0.57 2.80  0.0258
N -3.06 -0.64 -1.97  -0.0002
C -1.67 3.42 0.35  0.0011
C 0.33 1.58 6.02  0.0018
C -0.42 3.92 0.05  -0.0014
C 1.76 -5.16 4.03  -0.0002
C 0.28 3.46 -1.07  0.0014
C -2.54 3.23 -5.41  0.0000
C -0.28 2.72 -4.35  0.0005
C -3.19 -1.04 -0.63  0.0073
C 0.49 4.08 5.89  -0.0003
C -0.36 1.54 7.36  -0.0006
C 2.42 -0.39 -4.89  0.0001
C -0.89 1.68 3.45  0.0579
C 0.00 2.79 3.90  -0.0070
C 1.98 4.22 5.97  0.0002
C 2.59 -2.91 3.31  0.0082
C 0.66 -2.86 -3.54  0.0016
C -0.23 2.44 -1.88  0.0022
C 4.15 -4.75 3.45  -0.0001
C -1.60 3.04 -4.26  -0.0001
C 0.56 3.29 -5.48  -0.0003
C -4.15 0.20 -2.51  0.0003
C -2.24 2.49 -0.49  0.0064
C -2.45 -1.59 -2.90  0.0037
C -1.53 1.98 -1.57  -0.0036
C -0.18 0.72 2.80  0.0080
C -1.96 -0.78 2.90  0.0498
C -2.76 0.20 3.48  0.0020
C 2.67 -1.82 -2.14  0.0008
C -2.17 1.37 3.88  0.0256
C 0.43 2.08 -3.22  0.0042
H 1.71 -5.97 3.28  -0.0001
H -3.14 -1.89 -3.71  0.0000
H -2.34 -1.70 2.45  -0.0082
H 4.62 -4.96 4.42  0.0002
H -2.65 2.08 4.52  0.0007
H -0.20 0.56 7.80  0.0000
H 1.53 3.65 -5.11  0.0000
H 1.71 -0.34 -5.72  0.0000
H -0.42 -2.94 -3.46  -0.0003
H 0.12 4.09 -6.08  0.0000
H 2.21 5.15 6.49  0.0000
H -3.54 3.60 -5.06  0.0000
H -2.75 2.24 -5.88  0.0000
H 1.43 1.50 6.15  -0.0008
H 0.04 2.30 8.03  0.0000
H -2.17 3.90 -6.22  0.0000
H 1.45 2.49 -3.23  0.0004
H 3.50 -2.26 3.17  -0.0005
H 0.06 4.62 0.71  0.0000
H 2.67 0.64 -4.58  -0.0001
H 4.76 -4.01 2.92  0.0001
H 0.02 4.10 6.88  0.0001
H 2.43 3.39 6.51  0.0000
H 0.77 2.48 -6.17  0.0000
H -1.57 -1.09 -3.33  -0.0017
H -2.11 -2.44 -2.32  0.0000
H 0.07 4.88 5.27  0.0000
H 4.12 -5.68 2.87  0.0000
H 2.23 -2.56 -1.50  0.0004
H 3.09 -1.09 -1.47  -0.0001
H -1.94 1.24 -2.25  -0.0046
H 1.25 3.92 -1.34  0.0002
H 3.33 -0.93 -5.14  0.0000
H -3.71 1.09 -2.99  -0.0001
H 2.05 -5.55 5.02  -0.0001
H -2.18 3.78 1.22  0.0004
H 0.64 1.02 2.14  -0.0219
H -3.25 2.13 -0.30  0.0003
H -1.44 1.69 7.24  0.0001
H -2.12 3.28 -3.33  0.0000
H -4.76 -0.31 -3.27  0.0000
H 0.94 -3.43 -4.44  0.0000
H 0.02 0.72 5.41  0.0001
H 0.81 -4.63 4.10  0.0005
H 1.02 -3.54 -2.74  0.0001
H 3.48 -2.34 -2.63  0.0001
H 2.40 4.27 4.97  0.0000
H -4.78 0.57 -1.69  0.0000
H -3.26 -0.17 0.05  -0.0030
H -3.78 -0.05 3.65  0.0016

No. 2
A structure of composition C30H50Cl6P2Si2Zr at a distorted geometry. Source: the OMol25 dataset; level of theory: wB97M-V/def2-TZVPD.

Calculated values
Gap between HOMO and LUMO (spin up / spin down): 2.12 / 2.22 eV
Maximum force: 2.139 eV Å⁻¹

Last column: Löwdin charge in e.
Positions of all 91 atoms, in Å:
Zr -0.55 0.16 -0.07  1.1482
Cl -2.63 2.60 -2.84  0.7759
Cl 1.46 -0.88 -1.09  0.0749
Cl -6.50 2.50 0.85  0.6950
Cl -4.56 4.23 -0.98  0.6918
Cl -6.21 -0.66 0.77  0.6917
Cl -4.11 -1.80 -1.26  0.7746
P 0.82 2.23 -1.41  0.9208
P -0.81 -2.62 0.33  0.9203
Si -0.32 3.72 1.00  0.4976
Si -2.09 -1.52 2.87  0.4974
C -0.18 3.67 -0.90  -0.4147
C -3.70 -0.69 3.24  -0.1696
C -1.05 -3.72 -1.15  -0.5313
C 0.12 1.03 -3.84  -0.1533
C -0.91 -0.18 2.31  -0.3692
C -0.17 -5.03 1.72  -0.1103
C 1.77 -3.76 0.78  -0.1281
C 0.98 4.80 1.74  -0.1608
C -4.33 2.53 -0.78  -0.7317
C -1.47 -2.47 4.34  -0.1609
C 0.55 3.52 -3.89  -0.1252
C -2.21 -4.69 -0.97  -0.1251
C -1.33 1.15 1.98  -0.2185
C 0.95 1.07 1.69  -0.1988
C 3.63 1.79 -1.19  -0.1289
C 4.61 -2.68 -3.24  -0.0783
C -2.80 0.62 -0.93  -0.2499
C -1.20 -2.90 -2.43  -0.1532
C 2.93 4.16 -1.56  -0.1099
C -2.31 -2.66 1.36  -0.4156
C 0.95 2.19 -3.26  -0.5317
C 2.54 2.82 -0.91  -0.5285
C -3.23 1.88 -1.38  -0.6960
C -5.24 1.76 -0.03  -0.7226
C 0.52 -0.20 2.14  -0.1995
C 0.37 -3.63 1.39  -0.5290
C -3.93 -0.18 -0.64  -0.6934
C -2.02 4.30 1.46  -0.1693
C -5.06 0.36 0.00  -0.7315
C -0.20 1.93 1.56  -0.3688
H -3.56 0.00 4.09  0.0499
H 0.22 4.61 -1.30  0.0464
H -2.11 4.28 2.56  0.0499
H 5.22 -2.56 -2.34  -0.1079
H 2.24 -2.78 0.61  0.0249
H -1.42 -1.77 5.18  0.0434
H 2.20 4.96 -1.40  0.0634
H -2.15 5.33 1.10  0.0461
H 0.44 -3.04 2.32  0.0625
H 1.18 4.35 -3.57  0.0595
H -2.08 -2.24 -2.36  -0.0038
H -1.21 3.54 -1.29  -0.0223
H -2.21 -3.25 4.57  0.0466
H -1.38 -3.59 -3.28  0.0860
H 2.01 1.99 -3.46  0.1035
H 0.79 4.86 2.82  0.0434
H -3.15 -2.25 0.78  -0.0229
H -0.50 3.75 -3.67  0.0290
H -4.44 -1.45 3.52  0.0458
H -4.10 -0.12 2.39  -0.0042
H -3.16 -4.13 -0.86  0.0290
H 2.46 2.96 0.18  0.0619
H 1.17 -1.03 2.43  0.1152
H -0.94 1.14 -3.58  -0.0036
H 4.68 -1.93 -4.03  -0.1092
H -0.10 -4.30 -1.21  0.1035
H -2.09 -5.35 -0.11  0.0597
H 0.87 5.80 1.31  0.0466
H -2.29 -5.31 -1.86  0.0872
H -2.82 3.68 1.03  -0.0046
H 4.59 2.20 -0.83  0.0842
H 2.40 -4.32 1.49  0.0843
H 3.45 0.84 -0.66  0.0244
H -1.17 -5.02 2.18  0.0633
H -0.31 -2.31 -2.66  0.0258
H -0.49 -2.93 4.20  0.0289
H -0.18 -5.67 0.83  0.0787
H 3.10 4.03 -2.64  0.0789
H -2.33 1.54 2.13  0.1099
H 3.73 1.58 -2.26  0.0765
H 0.19 1.06 -4.94  0.0862
H 2.01 4.45 1.58  0.0293
H 3.88 4.49 -1.12  0.0882
H 1.75 -4.31 -0.17  0.0769
H 0.48 0.05 -3.50  0.0260
H 0.65 3.43 -4.98  0.0873
H 1.99 1.39 1.57  0.1156
H 0.51 -5.49 2.45  0.0881
H 4.12 -3.63 -3.43  -0.1080
H -2.58 -3.68 1.66  0.0460

No. 3
A cluster of 3 separate species, C30H50F8N2O8S in total at a distorted geometry. Source: the OMol25 dataset; level of theory: wB97M-V/def2-TZVPD.

Calculated values
2S+1: 3
Gap between HOMO and LUMO (spin up / spin down): 9.27 / 9.39 eV
Expectation value of S²: 2.0088
Maximum force: 5.115 eV Å⁻¹

Last column: Mulliken spin population.
Positions of all 99 atoms, in Å:
S 8.08 4.61 5.31  0.0000
F 0.65 6.98 4.26  0.0000
F 2.59 5.24 4.94  0.0000
F 0.80 3.13 2.51  0.0000
F 0.52 4.31 5.21  0.0000
F 1.71 6.24 2.32  0.0000
F 0.90 1.52 4.58  0.0001
F 2.78 2.45 5.46  0.0000
F 3.02 3.74 2.64  0.0002
O 8.03 5.32 3.78  0.0000
O -0.78 -1.31 0.75  0.6033
O -3.63 -4.10 -3.97  0.5858
O 5.35 5.96 0.86  0.0000
O 7.37 3.17 4.80  0.0000
O 9.50 4.46 5.76  0.0000
O 7.31 5.43 6.29  0.0000
O 4.40 1.30 4.04  0.0001
N -4.25 -5.15 -4.55  0.3326
N -1.73 -0.79 -0.05  0.3112
C -0.52 1.40 -1.62  -0.0214
C 6.08 2.56 2.66  0.0000
C 6.25 3.54 3.92  0.0000
C -0.86 -2.46 -1.72  -0.0085
C 5.38 6.88 2.03  0.0000
C 0.86 5.90 3.38  0.0000
C 1.87 3.43 3.39  -0.0003
C -6.53 -5.88 -5.29  0.0080
C -0.88 1.60 -0.16  0.0231
C 5.43 1.16 3.04  0.0001
C -1.98 0.81 1.92  -0.0195
C 5.80 6.17 3.51  0.0000
C -5.66 -6.66 -2.44  -0.0204
C -0.18 -0.06 -1.89  0.0189
C -2.51 -0.81 -2.43  0.0137
C -1.96 0.63 0.38  0.0394
C -6.14 -5.29 -2.89  0.0178
C 6.61 6.93 0.93  0.0000
C 3.09 1.07 3.49  0.0008
C 6.73 4.93 3.21  0.0000
C -5.72 -4.97 -4.33  0.0311
C -3.38 1.07 -0.07  0.0157
C -3.63 -6.40 -4.02  0.0269
C -4.15 -6.78 -2.61  0.0203
C 2.12 2.11 4.25  -0.0001
C -1.31 -1.01 -1.47  0.0282
C -6.20 -3.55 -4.69  -0.0043
C 1.49 4.72 4.26  0.0000
C -2.09 -6.32 -3.91  -0.0007
C -3.88 -7.55 -5.03  0.0044
H 3.04 1.23 2.37  -0.0002
H 0.34 2.03 -1.87  0.0020
H -5.81 -2.79 -4.00  -0.0003
H 4.65 7.81 2.07  0.0000
H -1.20 2.63 0.00  0.0010
H -1.64 -6.00 -4.85  -0.0007
H -3.35 -1.45 -2.14  -0.0058
H 5.46 3.10 1.87  0.0000
H -3.36 1.97 -0.68  -0.0003
H -6.23 -5.71 -6.33  -0.0061
H -5.91 -6.81 -1.38  0.0017
H 0.07 -2.71 -1.21  0.0023
H -2.29 1.82 2.18  0.0010
H -5.74 -4.53 -2.20  0.0039
H 7.54 6.31 1.10  0.0000
H -0.68 -2.63 -2.79  -0.0004
H -7.59 -5.66 -5.22  0.0002
H 6.96 4.60 2.16  0.0000
H 6.31 7.42 -0.04  0.0000
H -5.89 -3.27 -5.71  0.0005
H -4.38 -8.41 -4.57  0.0001
H -7.29 -3.48 -4.65  0.0001
H -3.84 -7.80 -2.36  0.0020
H -1.63 -3.17 -1.41  0.0013
H 4.77 5.83 3.87  0.0000
H 0.75 -0.31 -1.37  0.0051
H -1.68 -7.30 -3.65  0.0003
H -2.68 0.11 2.39  -0.0057
H -3.91 0.30 -0.63  -0.0095
H -4.48 -7.25 -5.89  -0.0075
H -3.68 -6.13 -1.87  0.0023
H -2.23 -1.10 -3.45  -0.0018
H -4.03 1.27 0.78  -0.0002
H -2.86 0.22 -2.49  0.0015
H 6.25 6.98 4.14  0.0000
H -1.34 1.74 -2.27  -0.0002
H -1.76 -5.64 -3.12  -0.0001
H 2.69 0.02 3.71  -0.0004
H 0.04 -0.18 -2.96  -0.0005
H -6.43 -6.94 -5.08  0.0000
H -0.14 5.60 2.94  0.0000
H -6.17 -7.46 -2.99  -0.0003
H 6.24 0.52 3.50  0.0000
H -7.23 -5.24 -2.79  0.0005
H -1.00 0.66 2.37  0.0090
H 5.37 3.60 4.63  0.0000
H 7.09 2.36 2.17  0.0000
H -2.95 -7.92 -5.48  -0.0006
H 5.08 0.61 2.10  0.0000
H 0.04 1.48 0.43  -0.0006

Number 1: DFT total energy -114632.844 eV. Number 2: DFT total energy -142668.153 eV. Number 3: DFT total energy -83845.970 eV.